Formula: CH2ClPS
Source: OMol25
Level of theory: ωB97M-V with the def2-TZVPD basis set

## Properties
**Spin multiplicity**: 1
**SMILES**: C=P(=S)Cl
**Relative energy (zero: lowest compared OMol25 entry of this formula, charge and spin)**: 52.77 kcal/mol
**HOMO-LUMO gap**: 7.2 eV
**HOMO**: -9.079 eV

Structure (XYZ):
```
6
CH2ClPS ωB97M-V with the def2-TZVPD basis set
Cl 2.4416 -1.4234 -0.0091
S 1.2270 1.7189 -0.0176
P 0.5969 -0.0855 -0.0021
C -1.1466 -0.1698 -0.1869
H -1.2943 0.8339 0.0235
H -1.8245 -0.8742 0.1922
```

These are the natural (NBO) partial charges, in e, on atoms 1 to 4: atom 1 (Cl): -0.2456, atom 2 (S): -0.4068, atom 3 (P): 1.0124, atom 4 (C): -0.8389